Entry from OMol25: an isolated ion of composition C14H7F3N5O4 and charge -1 at a distorted geometry (the ωB97M-V functional and the def2-TZVPD basis).

Last column: natural (NBO) charge in e.
Element x y z (Å)
N 2.235 -0.643 -4.810  -0.354
C 2.216 0.137 -3.935  0.302
C 2.343 1.125 -2.905  -0.359
C 1.988 0.550 -1.547  -0.003
C 1.875 1.439 -0.466  -0.137
C 1.569 0.979 0.804  -0.198
C 1.422 -0.389 1.008  -0.164
C 1.202 -0.820 2.432  0.981
F 0.445 -1.957 2.514  -0.331
F 0.549 0.169 3.144  -0.339
F 2.407 -1.054 3.053  -0.327
C 1.463 -1.305 -0.044  -0.177
C 1.772 -0.823 -1.320  -0.197
C 3.974 1.486 -3.082  -0.242
C 4.296 2.089 -4.443  -0.140
N 3.560 3.263 -4.779  0.505
O 2.662 3.656 -3.987  -0.502
O 3.838 3.864 -5.843  -0.466
C 5.353 1.710 -5.273  0.132
N 6.359 0.875 -4.927  -0.544
C 6.294 0.428 -3.683  0.290
N 7.237 -0.374 -3.064  -0.156
O 6.758 -0.509 -1.742  -0.207
N 5.514 0.197 -1.585  0.381
O 4.975 0.259 -0.476  -0.461
C 5.194 0.686 -2.801  0.047
H 1.722 2.055 -3.056  0.313
H 2.009 2.515 -0.625  0.212
H 1.424 1.673 1.636  0.230
H 1.239 -2.363 0.129  0.229
H 1.817 -1.539 -2.146  0.234
H 3.960 2.198 -2.267  0.228
H 5.375 2.122 -6.290  0.222

As for the charge: -1. Its spin multiplicity is 1. The structure (SMILES) is N#C[C@@H](c1ccc(C(F)(F)F)cc1)[C@@H]1C(=[N+]([O-])[O-])C=Nc2no[n+]([O-])c21. Its HOMO energy is -0.179 Ha. The value obtained for the LUMO energy is 0.10163 Ha. As for the frontier orbital gap: 7.635 eV. The total energy comes out at -1411.884040 Ha.

=====

Entry from OMol25: a 2-piece molecular cluster, C3H12N2OS overall at a distorted geometry (the ωB97M-V functional and the def2-TZVPD basis).

Last column: natural (NBO) charge in e.
Element x y z (Å)
N 0.229 0.725 2.652  -0.833
C -0.135 -0.610 2.207  -0.206
C -0.468 -0.659 0.699  -0.076
N 0.463 0.169 -0.021  -0.832
C -0.552 -2.166 0.350  -0.498
S -0.048 -2.555 -1.418  -0.087
H -0.401 1.412 2.242  0.359
H 0.169 0.808 3.660  0.357
H 0.744 -1.248 2.353  0.173
H -1.029 -1.020 2.685  0.170
H -1.472 -0.235 0.649  0.178
H 0.431 0.015 -1.025  0.365
H 1.426 -0.003 0.246  0.362
H 0.089 -2.839 0.911  0.224
H -1.583 -2.457 0.203  0.228
H -0.906 -1.755 -2.067  0.114
O 0.835 3.908 -5.035  -0.938
H 1.444 3.639 -4.342  0.469
H 0.766 4.871 -4.949  0.469

Its spin multiplicity is 1. The structure (SMILES) is NC[C@@H](N)CS.O. Its HOMO energy is -0.331 Ha. The value obtained for the LUMO energy is 0.02799 Ha. The value obtained for the energy above the lowest of the compared OMol25 structures with the same formula, charge and spin is 80.5 kJ/mol. As for the frontier orbital gap: 9.777 eV. The total energy comes out at -704.407574 Ha.

=====

Entry from OMol25: a 6-piece molecular cluster, C23H35F2NO6S2 overall at a distorted geometry (the ωB97M-V functional and the def2-TZVPD basis).

Last column: natural (NBO) charge in e.
Element x y z (Å)
C 27.155 30.639 25.451  -0.694
C 28.034 30.815 26.692  0.721
O 28.368 31.886 27.060  -0.493
N 28.456 29.569 27.463  -0.659
H 28.191 29.478 28.570  0.454
H 27.996 28.754 26.896  0.506
C 29.978 29.473 27.447  -0.434
H 27.735 29.767 24.810  0.254
H 27.132 31.567 24.607  0.260
H 26.221 30.436 25.574  0.236
H 30.073 28.479 27.734  0.225
H 30.401 30.188 28.145  0.224
H 30.620 29.404 26.531  0.239
O 27.223 27.733 26.318  -1.261
H 26.925 26.966 26.160  0.428
F 21.004 30.924 28.315  -0.340
C 22.356 30.675 28.085  0.400
C 23.213 31.134 29.129  -0.268
C 24.498 30.721 29.115  -0.199
C 24.958 29.807 28.159  -0.223
C 24.185 29.377 27.135  -0.206
C 22.824 29.707 27.163  -0.274
H 22.868 31.752 29.915  0.227
H 25.180 31.078 29.876  0.210
H 25.946 29.573 28.073  0.193
H 24.486 28.709 26.319  0.253
H 22.180 29.351 26.436  0.222
F 33.313 23.576 25.796  -0.328
C 32.143 24.114 26.192  0.399
C 31.350 23.233 26.999  -0.287
C 30.161 23.781 27.417  -0.186
C 29.762 25.032 27.226  -0.253
C 30.544 25.973 26.417  -0.186
C 31.780 25.444 25.847  -0.296
H 31.536 22.068 27.153  0.247
H 29.414 23.124 28.116  0.213
H 28.886 25.369 27.729  0.226
H 30.196 26.953 26.030  0.228
H 32.447 25.905 25.245  0.219
C 24.664 25.504 26.724  -0.451
C 23.235 25.679 26.310  -0.393
C 22.422 25.692 27.477  -0.737
S 23.093 24.701 28.684  2.231
O 22.454 23.471 28.555  -0.954
O 23.091 25.377 29.963  -0.933
C 24.757 24.640 27.912  -0.678
H 24.992 26.460 27.000  0.230
H 25.474 25.507 26.013  0.232
H 22.969 24.784 25.757  0.200
H 23.038 26.593 25.457  0.249
H 21.490 25.307 27.318  0.256
H 22.361 26.721 27.826  0.252
H 25.118 23.551 27.566  0.241
H 25.571 25.020 28.571  0.252
C 25.712 26.805 21.256  -0.398
C 24.260 27.155 20.972  -0.433
C 24.171 28.491 21.147  -0.650
S 24.915 28.718 22.789  2.140
O 24.023 28.130 23.775  -0.960
O 25.403 30.093 22.934  -0.935
C 26.234 27.523 22.482  -0.678
H 26.248 27.045 20.355  0.200
H 25.808 25.757 21.301  0.223
H 23.726 26.595 21.817  0.226
H 23.893 26.866 20.040  0.231
H 23.138 28.809 21.094  0.256
H 24.635 29.233 20.430  0.242
H 26.498 27.044 23.431  0.288
H 26.899 28.171 21.905  0.254

Its spin multiplicity is 1. Its HOMO energy is -0.331 Ha. The value obtained for the LUMO energy is -0.00134 Ha. The value obtained for the energy above the lowest of the compared OMol25 structures with the same formula, charge and spin is 67.5 kJ/mol. As for the frontier orbital gap: 8.960 eV. The total energy comes out at -2399.344908 Ha.

=====

Entry from OMol25: C34H26BrN2O2PSc as an isolated structure (the ωB97M-V functional and the def2-TZVPD basis).

Last column: natural (NBO) charge in e.
Element x y z (Å)
Sc -1.012 0.247 0.261  1.836
C 5.258 1.018 -1.681  -0.184
C 5.040 -0.350 -1.769  -0.202
C 3.894 -0.908 -1.223  -0.187
C 2.960 -0.093 -0.588  -0.379
C 3.180 1.282 -0.510  -0.129
C 4.329 1.834 -1.051  -0.207
P 1.457 -0.747 0.177  0.831
C 1.050 -2.291 -0.691  -0.375
C 0.997 -3.529 -0.057  -0.202
C 0.559 -4.645 -0.757  -0.187
C 0.171 -4.531 -2.085  -0.197
C 0.217 -3.296 -2.722  -0.223
C 0.647 -2.177 -2.026  -0.165
C 1.825 -1.187 1.893  -0.360
C 3.052 -1.549 2.382  -0.173
C 3.183 -1.905 3.741  -0.213
C 2.093 -1.899 4.567  -0.153
C 0.814 -1.522 4.089  -0.093
C -0.335 -1.491 4.923  -0.158
C -1.543 -1.104 4.420  -0.218
C -1.659 -0.724 3.060  -0.204
C -0.582 -0.731 2.201  -0.586
C 0.675 -1.148 2.735  0.049
H 6.153 1.450 -2.110  0.226
H 5.764 -0.985 -2.264  0.227
H 3.720 -1.975 -1.297  0.224
H 2.449 1.919 -0.023  0.206
H 4.497 2.902 -0.988  0.223
H 1.295 -3.618 0.981  0.236
H 0.524 -5.608 -0.264  0.228
H -0.165 -5.406 -2.627  0.228
H -0.079 -3.206 -3.759  0.228
H 0.689 -1.212 -2.523  0.224
H 3.920 -1.559 1.735  0.227
H 4.153 -2.189 4.126  0.227
H 2.201 -2.176 5.609  0.222
H -0.237 -1.774 5.963  0.220
H -2.416 -1.082 5.060  0.221
H -2.646 -0.415 2.715  0.199
N -4.233 1.509 0.085  -0.773
C -4.222 0.212 -0.291  0.444
C -5.410 -0.447 -0.656  -0.293
C -5.358 -1.761 -1.036  -0.097
C -4.133 -2.441 -1.055  -0.278
C -3.022 -1.747 -0.680  0.066
N -3.047 -0.444 -0.299  -0.660
H -5.102 2.008 0.140  0.412
H -3.389 1.992 0.354  0.421
H -6.345 0.095 -0.634  0.234
H -6.268 -2.273 -1.319  0.237
H -4.062 -3.477 -1.350  0.242
H -2.045 -2.227 -0.668  0.217
Br -0.826 2.972 -4.113  0.114
C -0.693 4.215 -2.697  -0.044
C -0.564 5.546 -3.059  -0.243
C -0.489 6.533 -2.088  -0.148
C -0.557 6.200 -0.743  -0.222
C -0.703 4.875 -0.381  -0.148
C -0.762 3.864 -1.345  -0.181
C -0.865 2.479 -0.840  0.779
O -0.562 1.464 -1.516  -0.698
O -1.262 2.295 0.392  -0.806
H -0.525 5.806 -4.108  0.240
H -0.382 7.566 -2.389  0.231
H -0.501 6.968 0.016  0.231
H -0.762 4.593 0.660  0.239

As for the charge: +1. Its spin multiplicity is 1. Its HOMO energy is -0.389 Ha. The value obtained for the LUMO energy is -0.09572 Ha. The value obtained for the energy above the lowest of the compared OMol25 structures with the same formula, charge and spin is 0.0 kJ/mol. As for the frontier orbital gap: 7.980 eV. The total energy comes out at -5247.285746 Ha.

=====

Entry from OMol25: C39H62N3PbSSi2Te as an isolated structure (the ωB97M-V functional and the def2-TZVPD basis).

Last column: Mulliken charge in e.
Element x y z (Å)
Pb 0.642 1.092 -0.413  0.201
S 3.322 2.242 -0.366  -0.575
C 2.526 3.678 -0.846  0.195
C 3.230 4.820 -1.291  -0.807
C 2.539 5.965 -1.606  -0.227
C 1.148 5.991 -1.480  -1.271
C 0.523 4.837 -1.058  -0.821
N 1.176 3.710 -0.773  0.790
H 4.307 4.762 -1.364  0.444
H 3.072 6.849 -1.938  0.381
H 0.578 6.883 -1.700  0.431
H -0.553 4.802 -0.926  0.827
C -4.848 -1.054 1.050  -1.764
C -3.698 -1.125 0.041  1.757
C -3.691 -2.501 -0.638  -1.092
C -3.766 -0.029 -1.013  0.579
C -4.837 -0.062 -1.897  -0.287
C -4.888 0.750 -3.016  -1.839
C -3.819 1.593 -3.265  -0.137
C -2.753 1.703 -2.385  0.727
C -1.651 2.686 -2.721  3.550
C -2.195 4.072 -3.083  -1.821
C -0.752 2.159 -3.843  -1.246
C -2.723 0.925 -1.194  -1.190
N -1.704 1.079 -0.265  0.447
C -2.049 1.154 1.074  -1.354
C -1.116 1.241 2.042  0.048
N 0.252 1.177 1.773  0.800
C 1.080 1.545 2.865  -0.577
C 1.121 2.897 3.276  0.458
C 1.836 3.262 4.409  -0.466
C 2.534 2.327 5.148  -1.511
C 2.536 1.012 4.723  -0.996
C 1.826 0.598 3.599  0.799
C 1.937 -0.876 3.251  0.457
C 2.825 -1.053 2.017  -0.613
C 0.581 -1.577 3.119  -1.106
C 0.399 3.985 2.506  2.238
C 1.351 5.129 2.145  -1.639
C -0.808 4.507 3.294  -1.666
H -4.791 -1.891 1.750  0.427
H -5.814 -1.098 0.543  0.321
H -4.811 -0.127 1.624  0.333
H -2.760 -1.024 0.586  -0.273
H -4.642 -2.702 -1.138  0.409
H -3.522 -3.288 0.103  0.062
H -2.895 -2.552 -1.380  0.256
H -5.639 -0.773 -1.727  0.314
H -5.732 0.705 -3.693  0.333
H -3.830 2.195 -4.167  0.264
H -1.033 2.801 -1.833  -1.975
H -2.779 4.047 -4.004  0.420
H -1.369 4.771 -3.231  0.439
H -2.835 4.450 -2.283  0.404
H -1.310 2.060 -4.778  0.365
H -0.345 1.180 -3.582  -0.031
H 0.086 2.843 -4.011  0.399
H -3.100 1.226 1.339  0.259
H -1.418 1.355 3.078  0.545
H 1.844 4.301 4.720  0.348
H 3.070 2.615 6.045  0.352
H 3.100 0.273 5.283  0.372
H 2.457 -1.350 4.090  0.534
H 2.404 -0.511 1.173  -0.440
H 2.917 -2.105 1.742  0.349
H 3.822 -0.650 2.207  0.440
H 0.035 -1.205 2.256  -0.367
H -0.027 -1.392 4.008  0.421
H 0.720 -2.655 3.014  0.484
H 0.034 3.555 1.574  -1.211
H 1.649 5.707 3.023  0.461
H 0.866 5.812 1.444  0.388
H 2.250 4.736 1.668  0.307
H -0.514 4.840 4.293  0.332
H -1.552 3.717 3.401  0.337
H -1.268 5.350 2.772  0.429
C -0.979 -7.262 0.464  -1.112
Si -0.370 -5.480 0.679  0.221
C 1.318 -5.583 1.519  -0.771
C -1.631 -4.575 1.756  -0.743
C -0.212 -4.633 -0.989  -0.689
Te 0.103 -2.476 -0.774  0.151
C 0.950 -2.350 -2.762  -0.309
Si 2.801 -2.699 -2.836  0.223
C 3.291 -2.816 -4.665  -1.099
C 3.783 -1.343 -1.992  -0.491
C 3.253 -4.355 -2.037  -0.914
H -1.082 -7.741 1.440  0.297
H -0.280 -7.856 -0.129  0.289
H -1.952 -7.296 -0.031  0.298
H 1.253 -6.138 2.458  0.338
H 1.717 -4.592 1.740  0.045
H 2.040 -6.097 0.880  0.364
H -1.483 -4.789 2.816  0.392
H -2.648 -4.876 1.495  0.372
H -1.559 -3.493 1.624  -0.034
H -1.103 -4.785 -1.601  0.525
H 0.645 -5.018 -1.541  0.200
H 0.744 -1.334 -3.107  -0.233
H 0.384 -3.033 -3.397  0.530
H 3.071 -1.885 -5.191  0.292
H 2.760 -3.622 -5.175  0.303
H 4.363 -3.007 -4.758  0.293
H 3.545 -0.355 -2.390  0.190
H 4.857 -1.498 -2.120  0.436
H 3.581 -1.310 -0.920  -0.064
H 2.790 -5.204 -2.547  0.286
H 2.953 -4.379 -0.986  0.067
H 4.336 -4.496 -2.079  0.419

As for the charge: -1. Its spin multiplicity is 1. Its HOMO energy is -0.118 Ha. The value obtained for the LUMO energy is 0.07685 Ha. The value obtained for the energy above the lowest of the compared OMol25 structures with the same formula, charge and spin is 37.4 kJ/mol. As for the frontier orbital gap: 5.306 eV. The total energy comes out at -3125.752013 Ha.

=====

Entry from OMol25: a 8-piece molecular cluster, C28H30N8O6 overall at a distorted geometry (the ωB97M-V functional and the def2-TZVPD basis).

Last column: Mulliken charge in e.
Element x y z (Å)
O 8.016 -1.371 -1.569  -0.587
N 6.860 -1.023 -1.755  0.974
O 6.475 0.136 -1.714  -0.575
C 5.881 -2.058 -2.053  -0.036
C 4.666 -1.715 -2.627  -0.138
C 3.765 -2.701 -2.980  -0.463
C 4.025 -4.026 -2.667  -0.458
C 5.280 -4.367 -2.185  -0.500
C 6.196 -3.390 -1.819  -0.382
H 4.463 -0.691 -2.914  0.545
H 2.811 -2.420 -3.408  0.459
H 3.339 -4.794 -3.003  0.410
H 5.485 -5.411 -1.982  0.351
H 7.164 -3.672 -1.432  0.434
O -1.044 1.809 2.273  -0.599
N -0.684 1.856 1.122  1.170
O -1.059 2.711 0.346  -0.687
C 0.089 0.759 0.583  -0.301
C 0.387 0.746 -0.773  -0.162
C 1.169 -0.268 -1.280  -0.490
C 1.528 -1.318 -0.460  -0.331
C 1.270 -1.291 0.907  -0.781
C 0.527 -0.256 1.445  0.608
H -0.043 1.529 -1.381  0.529
H 1.422 -0.281 -2.333  0.191
H 2.120 -2.165 -0.786  0.498
H 1.549 -2.086 1.587  0.257
H 0.392 -0.068 2.497  -0.015
O -3.999 5.274 1.401  -0.597
N -5.075 4.808 1.116  1.001
O -6.112 5.427 1.077  -0.619
C -5.140 3.370 0.795  0.047
C -6.307 2.874 0.248  -0.554
C -6.503 1.493 0.140  -0.541
C -5.452 0.632 0.419  -0.220
C -4.250 1.141 0.918  -0.763
C -4.115 2.499 1.117  -0.272
H -7.147 3.536 0.083  0.513
H -7.463 1.165 -0.231  0.402
H -5.539 -0.447 0.405  0.456
H -3.433 0.493 1.208  0.577
H -3.227 2.959 1.536  0.584
C -0.202 -1.442 4.646  -0.184
C -0.244 -2.399 5.762  0.136
N -0.277 -3.146 6.631  -0.398
H 0.504 -1.820 3.907  -0.032
H 0.117 -0.445 4.938  0.223
H -1.163 -1.372 4.139  0.262
C -3.566 1.740 -1.592  0.042
C -3.689 0.280 -1.644  0.375
N -3.875 -0.852 -1.675  -0.568
H -3.585 2.169 -2.589  0.567
H -2.672 2.038 -1.049  -0.151
H -4.423 2.086 -1.010  -0.291
C 2.922 1.533 5.884  -0.930
C 2.314 1.714 4.557  0.432
N 1.835 1.834 3.519  -0.329
H 2.223 0.995 6.528  0.289
H 3.185 2.474 6.353  0.306
H 3.762 0.844 5.810  0.282
C 0.946 2.121 -5.690  -0.938
C 1.982 1.332 -5.034  0.420
N 2.853 0.807 -4.504  -0.345
H 0.736 3.051 -5.160  0.280
H 0.020 1.545 -5.621  0.256
H 1.150 2.409 -6.716  0.333
C -1.448 -2.833 -0.879  -0.772
C -1.634 -2.755 0.572  0.538
N -1.818 -2.709 1.702  -0.493
H -0.454 -3.269 -0.974  0.278
H -1.545 -1.881 -1.388  0.082
H -2.243 -3.448 -1.297  0.400

Its spin multiplicity is 1. The structure (SMILES) is O=[N+]([O-])c1ccccc1.O=[N+]([O-])c1ccccc1.O=[N+]([O-])c1ccccc1.CC#N.CC#N.CC#N.CC#N.CC#N. Its HOMO energy is -0.372 Ha. The value obtained for the LUMO energy is -0.02775 Ha. The value obtained for the energy above the lowest of the compared OMol25 structures with the same formula, charge and spin is 0.0 kJ/mol. As for the frontier orbital gap: 9.375 eV. The total energy comes out at -1974.095147 Ha.